Density functional theory data (ωB97M-V/def2-TZVPD) for 13 unconnected molecules or ions with the total composition C64H62N3O43P.

* E: -169169.52017 eV
* maximum force: 0.1157 hartree/bohr
* LUMO energy: 0.83 eV
* charge: -2

Positions of all 173 atoms, in Å:
1 C -34.53021 8.92001 21.32655
2 C -35.53287 10.08570 21.56455
3 C -34.98342 11.51736 21.52269
4 O -34.48494 11.78840 20.14783
5 C -34.42270 13.18089 19.96752
6 N -36.71616 10.12480 20.55432
7 H -37.54861 10.60754 20.86105
8 H -36.61165 10.65564 19.70145
9 H -37.09060 9.19557 20.42614
10 H -35.15564 8.06004 21.08697
11 H -33.93466 8.44952 22.10889
12 H -33.87897 9.09776 20.47077
13 H -36.05167 9.78796 22.47575
14 H -34.16408 11.56909 22.23970
15 H -35.66258 12.19984 22.03365
16 H -33.66282 13.67383 20.57389
17 H -35.38591 13.57415 20.29260
18 H -34.17002 13.28851 18.91269
19 P -39.87358 10.55294 20.81146
20 O -41.38066 10.92685 20.80557
21 O -39.53900 9.46349 19.72485
22 O -39.38095 9.91826 22.10483
23 O -38.98453 11.80727 20.53068
24 C -33.53174 9.01474 27.32100
25 O -33.18765 10.13709 27.53168
26 N -33.40397 8.36833 26.11084
27 C -33.75560 6.93353 25.99467
28 C -32.78966 9.06468 25.02229
29 H -33.92680 8.33593 28.09258
30 H -32.87288 6.30057 25.90376
31 H -34.46214 6.88141 25.16631
32 H -34.25409 6.69022 26.93296
33 H -32.26257 8.39378 24.34394
34 H -33.44306 9.61898 24.34854
35 H -32.12187 9.86833 25.33263
36 C -34.82871 6.93112 17.86874
37 O -34.79517 5.73121 18.01845
38 N -33.83662 7.66845 17.44327
39 C -33.87196 9.17968 17.40056
40 C -32.68230 7.02111 16.81092
41 H -35.71804 7.56831 17.99234
42 H -34.63497 9.59113 18.06133
43 H -34.19713 9.59798 16.44800
44 H -32.94349 9.65612 17.71527
45 H -32.55177 5.98285 17.11600
46 H -32.69238 7.08097 15.72262
47 H -31.81643 7.55536 17.20202
48 C -37.52965 7.06487 23.11758
49 C -38.67778 6.96709 23.74865
50 C -39.08761 5.85203 24.71309
51 O -40.20630 5.58149 25.13268
52 C -37.91945 5.07033 25.12711
53 C -36.75353 5.17614 24.50003
54 C -36.40020 6.13722 23.38375
55 O -35.34598 6.13323 22.76370
56 O -35.73868 4.36065 24.97505
57 O -39.57654 7.93857 23.52565
58 H -37.46658 7.97092 22.53319
59 H -38.14277 4.37566 25.92331
60 H -36.04649 3.96152 25.79208
61 H -39.30926 8.59968 22.88293
62 C -39.33223 12.15696 17.24052
63 C -38.27030 12.88715 17.58042
64 C -37.69857 13.96627 16.66970
65 O -36.62780 14.68354 16.87915
66 C -38.27993 13.91447 15.34056
67 C -39.46639 13.34656 15.11535
68 C -40.11749 12.37828 16.02601
69 O -41.19149 11.79974 15.84324
70 O -40.00376 13.48210 13.85493
71 O -37.74106 12.83501 18.81866
72 H -39.64645 11.44360 17.98803
73 H -37.89893 14.58619 14.58556
74 H -40.71285 12.84458 13.74371
75 H -38.40417 12.43224 19.38404
76 C -40.80924 5.16060 19.89902
77 C -39.92640 6.20338 20.14323
78 C -38.52635 6.30274 19.62614
79 O -37.71238 7.15490 19.95824
80 C -38.21389 5.23628 18.68651
81 C -39.01211 4.21185 18.39802
82 C -40.44007 4.02725 18.97810
83 O -41.25302 3.09809 18.76205
84 O -38.80046 3.38238 17.33588
85 O -40.39097 7.33577 20.81829
86 H -41.82333 5.22292 20.26524
87 H -37.27116 5.30068 18.16354
88 H -39.37687 2.62628 17.46885
89 H -39.90270 8.12755 20.58106
90 C -39.93261 9.79239 26.93822
91 C -39.14352 8.85319 27.56712
92 C -37.74232 8.52116 26.99664
93 O -37.15636 7.50255 27.30467
94 C -37.45640 9.28495 25.87353
95 C -38.27135 10.10228 25.24535
96 C -39.70140 10.42209 25.67303
97 O -40.52650 11.16874 25.03254
98 O -37.92682 10.63061 24.02778
99 O -39.45065 8.26587 28.67709
100 H -40.70146 10.13059 27.61710
101 H -36.44462 9.22879 25.49998
102 H -38.49844 10.40771 23.28942
103 H -38.76323 7.67889 29.00036
104 C -40.13856 15.98860 24.26586
105 C -41.28228 15.30376 24.19536
106 C -41.52213 14.17875 23.34651
107 O -42.57786 13.56813 23.25176
108 C -40.33997 13.90211 22.49243
109 C -39.09289 14.42787 22.64836
110 C -38.81751 15.47508 23.68351
111 O -37.70188 15.82167 24.08257
112 O -38.02185 13.89551 21.99069
113 O -42.37811 15.77704 24.83273
114 H -40.09683 16.92651 24.79972
115 H -40.46598 13.07931 21.80431
116 H -38.35452 13.19649 21.42298
117 H -43.18267 15.25375 24.81180
118 C -40.16329 8.04974 16.88568
119 C -38.86629 8.44520 16.84153
120 C -37.92738 8.14717 15.73274
121 O -36.73300 8.44180 15.59017
122 C -38.50540 7.05667 14.87370
123 C -39.87347 6.85317 14.85088
124 C -40.87872 7.34350 15.90862
125 O -42.13366 7.14388 15.95937
126 O -40.39945 5.85428 14.01236
127 O -38.27163 9.19279 17.83174
128 H -40.72146 8.36497 17.75485
129 H -37.84029 6.52906 14.20613
130 H -39.64569 5.31414 13.76395
131 H -38.85528 9.21347 18.59365
132 C -35.63294 18.31750 20.83700
133 C -35.60079 17.34735 19.90966
134 C -34.54155 17.26034 18.89468
135 O -34.37202 16.39107 18.09534
136 C -33.58607 18.34803 18.86663
137 C -33.69959 19.35784 19.76172
138 C -34.69104 19.39209 20.90025
139 O -34.69676 20.28415 21.70063
140 O -32.87439 20.42485 19.67347
141 O -36.48514 16.35976 19.85113
142 H -36.44247 18.23102 21.54665
143 H -32.87085 18.37162 18.05773
144 H -33.33013 21.21146 19.98193
145 H -36.43907 16.00500 18.96028
146 C -32.07330 16.52539 13.66167
147 C -31.75913 15.57753 12.74585
148 C -31.80268 14.14056 13.08031
149 O -31.73600 13.12971 12.30831
150 C -32.14286 13.86818 14.52234
151 C -32.34862 14.87323 15.41807
152 C -32.24830 16.33251 15.09919
153 O -32.46205 17.31116 15.80365
154 O -32.66123 14.65196 16.69958
155 O -31.54517 15.91459 11.44026
156 H -32.10879 17.56531 13.37231
157 H -32.02701 12.86446 14.90382
158 H -33.26588 15.28662 17.09097
159 H -32.05019 15.36922 10.83271
160 C -34.88746 13.68195 25.01792
161 C -34.38050 14.43482 23.98346
162 C -32.89610 14.45997 23.71533
163 O -32.30778 14.82619 22.70332
164 C -32.17832 13.71327 24.76429
165 C -32.71588 12.95411 25.75909
166 C -34.19640 12.98326 26.09158
167 O -34.77116 12.45124 27.03162
168 O -31.88023 12.34419 26.62009
169 O -35.03459 15.17930 23.03992
170 H -35.96583 13.72772 24.98001
171 H -31.10667 13.77112 24.64334
172 H -32.42396 11.76254 27.15642
173 H -35.99121 15.18828 23.11990